(1)
{"formula": "C4H11NO3", "method": "wB97M-V/def2-TZVPD", "symbols": ["C", "N", "C", "O", "O", "C", "C", "H", "H", "H", "H", "H", "H", "H", "H", "H", "H", "H", "O"], "xyz": [[-1.0590, 0.7892, -1.0244], [0.2039, 0.4803, -0.4415], [0.4249, 0.8378, 1.0107], [-0.5507, 0.9823, 1.7152], [1.6437, 0.9625, 1.1883], [-2.2959, -0.1164, -0.5815], [-1.7283, -1.5267, -0.4918], [-1.2435, 1.7900, -0.6065], [-0.9277, 0.7367, -2.0893], [0.9971, 0.1090, -0.9886], [0.8139, -2.1033, -1.3421], [-2.9870, -0.1357, -1.3927], [-2.5415, 0.2670, 0.4223], [-1.0379, -1.6963, 0.3412], [-2.4142, -2.3568, -0.3959], [-0.9808, -1.6997, -1.2726], [2.1907, -1.7757, -1.2453], [2.3795, -1.3419, 0.0400], [3.0319, -1.4274, -0.6740]], "forces_ev_per_angstrom": [[0.82, 0.55, 0.37], [-0.33, -1.26, -0.06], [1.19, -0.08, 0.10], [-0.58, -0.13, -0.39], [-0.03, -0.06, -0.16], [2.49, -1.37, 1.03], [0.48, -0.25, 1.18], [-0.39, 0.03, -0.47], [-0.22, 0.31, -0.55], [-0.46, 0.55, 0.43], [-0.42, 0.98, 0.36], [-0.92, 0.67, -0.14], [-0.52, -0.18, -0.69], [-0.36, 0.58, 0.43], [-0.50, 0.03, -0.57], [-0.27, -0.41, -0.94], [2.59, 0.48, 0.24], [1.06, 0.61, 1.25], [-3.63, -1.06, -1.41]], "orbital_gap_ev": 4.764, "e_tot_ev": -11951.624, "lumo_ev": -4.952, "e_homo_ev": -9.72, "e_above_lowest_kcal_mol": 195.7}

***

(2)
{"formula": "C4H11NO3", "method": "wB97M-V/def2-TZVPD", "symbols": ["C", "C", "C", "N", "C", "O", "O", "H", "H", "H", "H", "H", "H", "H", "H", "H", "H", "H", "O"], "xyz": [[0.0705, -2.1208, 0.1180], [-0.7013, -1.1320, -0.7103], [-2.1162, -0.8441, -0.1257], [-0.0768, 0.1260, -1.1177], [0.4687, 0.9591, -0.1641], [0.7613, 2.1314, -0.7615], [0.7144, 0.7410, 0.9855], [-0.4166, -3.0956, 0.0663], [0.1778, -1.8104, 1.1555], [1.0212, -2.3110, -0.3680], [-0.9046, -1.5501, -1.7155], [-2.0272, -0.1743, 0.7254], [-2.6458, -1.7731, 0.0280], [-2.7144, -0.2061, -0.7855], [-0.5545, 0.5425, -1.9180], [1.3929, 2.6236, -0.2051], [3.0959, 2.1099, 1.6285], [1.8272, 2.8795, 1.8518], [2.6274, 2.9045, 1.3126]], "forces_ev_per_angstrom": [[0.45, -0.01, -0.06], [0.05, -0.40, -1.86], [-0.45, 1.87, -0.49], [-2.26, -2.34, 1.39], [2.39, 3.88, -0.20], [-0.61, -1.15, -0.35], [-0.78, -1.43, 0.03], [-0.40, 0.24, 0.13], [0.17, -0.08, -0.07], [0.46, 0.22, 0.25], [-0.11, -0.30, 0.35], [0.22, -0.62, 0.68], [0.14, -0.20, 0.25], [0.02, -0.42, -0.39], [0.49, 0.40, -0.06], [0.42, 0.24, 0.50], [0.02, 0.47, -0.28], [0.06, 0.27, 0.24], [-0.27, -0.65, -0.04]], "charge": 1, "orbital_gap_ev": [12.140, 6.088], "e_tot_ev": -11950.370, "s_squared": 0.761, "lumo_ev": [-3.305, -9.312], "multiplicity": 2, "e_homo_ev": [-15.44, -15.40], "e_above_lowest_kcal_mol": 15.5}